Formula: C12H14IMgN3O2
Source: the OMol25 dataset
Level of theory: ωB97M-V/def2-TZVPD

ORCA input file:
```
! wB97M-V def2-TZVPD RIJCOSX def2/J DEFGRID3
* xyz 0 1
C 0.9318 0.2151 4.6121
C 2.1438 0.7050 3.9753
H 0.0511 0.5362 4.0262
H 0.8546 0.6063 5.6271
H 0.9151 -0.8890 4.6419
H 1.9073 1.2713 3.0667
H 2.7322 1.3285 4.6655
H 2.7916 -0.1196 3.6649
C -2.8645 -1.0806 -0.3181
C -3.9566 -0.3237 -0.7515
C -3.7682 0.6340 -1.7408
C -2.4810 0.8423 -2.2411
H -2.9278 -1.7669 0.5277
H -4.9305 -0.5093 -0.2854
H -4.5965 1.2230 -2.1176
H -2.2588 1.6423 -2.9519
N -1.6603 -0.9592 -0.9115
C -1.4208 0.0239 -1.8250
C -0.0203 0.2368 -2.2081
N 0.9156 -0.5486 -1.6127
C 2.2303 -0.3515 -1.8324
C 1.7421 1.4128 -3.3973
C 2.6807 0.6029 -2.7625
H 2.9234 -0.9779 -1.2596
H 3.7513 0.6825 -2.9510
C 0.3798 1.2547 -3.0916
H -0.3803 1.8987 -3.5181
H 2.0473 2.1536 -4.1266
Mg 0.0932 -1.5405 -0.0310
I -0.2822 1.1206 1.2453
O 1.0409 -2.2073 1.8721
N 0.9601 -3.4413 1.5810
O 0.4556 -3.6750 0.4278
*
```

Computed properties:
* strongest force on any atom: 0.051 hartree/bohr
* relative energy (zero: lowest compared OMol25 entry of this formula, charge and spin): 0.0 kJ/mol

Atomic partial charges in e from the Mulliken method, atoms 1 to 4: atom 1 (C): -0.6235, atom 2 (C): -0.6523, atom 3 (H): 0.1145, atom 4 (H): 0.3147